1.
Formula: C2H6N2O2
Source: the Open Molecules 2025 dataset
Level of theory: ωB97M-V/def2-TZVPD

Computed properties:
lowest unoccupied orbital energy (alpha / beta): -0.09 / -0.09 eV
Kohn-Sham gap (alpha / beta): 8.17 / 8.17 eV
total charge: 0
relative energy (zero: lowest compared OMol25 entry of this formula, charge and spin): 661.4 kJ/mol

Element x y z (Å)
O  0.70468  -0.23490  1.32057
N  -0.42520  1.50518  0.14106
H  1.33357  -1.52128  -0.54617
O  -2.28181  -0.38614  -0.56752
H  1.17126  0.07857  -1.40052
H  -1.07501  -1.75987  0.37644
C  -1.28639  -0.74081  0.02660
H  -0.32173  1.87229  1.08573
H  -1.38748  1.62343  -0.17543
H  2.35113  -0.09968  -0.04896
N  -0.20619  0.10906  0.26848
C  1.42318  -0.44583  -0.48029

Löwdin atomic charge list, values in e, 6 entries:
1. O -0.203
2. N 0.116
3. H 0.075
4. O 0.049
5. H 0.075
6. H 0.146

---

2.
Formula: C4H8O
Source: the Open Molecules 2025 dataset
Level of theory: ωB97M-V/def2-TZVPD

Computed properties:
lowest unoccupied orbital energy: 1.22 eV
Kohn-Sham gap: 10.81 eV
total charge: 0
relative energy (zero: lowest compared OMol25 entry of this formula, charge and spin): 101.9 kJ/mol

Element x y z (Å)
H  -1.40147  -0.96160  -1.09543
H  -1.92124  0.49008  1.50058
H  1.71681  -0.72500  0.94009
H  1.97107  -1.06529  -0.79065
H  -2.10695  1.23655  -0.11583
H  0.34988  0.76887  -1.36422
C  0.34926  0.27907  -0.37730
C  -1.45117  0.62529  0.52067
H  -0.70817  -1.44356  0.48617
O  -0.13859  1.20213  0.61725
H  2.48433  0.49010  -0.10626
C  1.71385  -0.28661  -0.06283
C  -0.89268  -0.60727  -0.19595

Löwdin atomic charge list, values in e, 6 entries:
1. H 0.105
2. H 0.113
3. H 0.083
4. H 0.084
5. H 0.114
6. H 0.142

---

3.
Formula: C5H4BrNS
Source: the Open Molecules 2025 dataset
Level of theory: ωB97M-V/def2-TZVPD

Computed properties:
lowest unoccupied orbital energy: -0.82 eV
Kohn-Sham gap: 6.45 eV
total charge: 0
relative energy (zero: lowest compared OMol25 entry of this formula, charge and spin): 277.9 kJ/mol

Element x y z (Å)
N  -0.17538  -0.49059  -0.44219
H  0.74475  1.45099  2.14949
C  0.87825  -0.51566  2.63647
C  0.58485  0.44720  1.75334
H  -0.11014  1.45391  0.05579
S  1.26378  -1.35584  3.88094
C  0.09872  0.46257  0.44060
C  -0.00844  -1.86806  -0.44371
H  -0.53776  -0.13415  -1.31978
H  -0.29956  -2.30130  -1.40392
Br  0.69909  -4.38784  0.51213
C  0.43406  -2.53196  0.63934

Löwdin atomic charge list, values in e, 6 entries:
1. N 0.016
2. H 0.114
3. C -0.645
4. C -0.174
5. H 0.127
6. S 0.822

---

4.
Formula: C4H11P
Source: the Open Molecules 2025 dataset
Level of theory: ωB97M-V/def2-TZVPD

Computed properties:
lowest unoccupied orbital energy: 0.12 eV
Kohn-Sham gap: 8.67 eV
total charge: 0
relative energy (zero: lowest compared OMol25 entry of this formula, charge and spin): 479.0 kJ/mol

Element x y z (Å)
C  1.93962  -1.25753  -0.73796
H  1.62304  0.05436  0.91199
H  2.82390  -1.70589  -0.21275
H  -3.28810  -1.13709  1.03941
H  -0.52920  2.13949  1.20140
C  -3.05912  -0.09677  1.17538
C  -0.29781  1.94259  0.15805
P  -0.61483  0.16254  -0.20048
H  0.89395  -1.61680  1.02159
H  2.25687  -0.56884  -1.57637
H  1.24690  -1.93606  -1.35028
H  -0.18154  -0.06723  -1.54193
C  1.03044  -0.67764  0.40020
H  -0.97999  2.34919  -0.56969
H  0.80150  2.12716  0.04466
H  -3.66562  0.28853  0.23678

Löwdin atomic charge list, values in e, 6 entries:
1. C -0.212
2. H 0.037
3. H 0.074
4. H -0.145
5. H 0.033
6. C -0.023

---

5.
Formula: C2H2IOS
Source: the Open Molecules 2025 dataset
Level of theory: ωB97M-V/def2-TZVPD

Computed properties:
lowest unoccupied orbital energy: 3.19 eV
Kohn-Sham gap: 5.72 eV
total charge: -1
relative energy (zero: lowest compared OMol25 entry of this formula, charge and spin): 174.0 kJ/mol

Element x y z (Å)
I  -0.60081  -1.67963  -2.28331
H  1.04710  -0.05784  -0.94219
C  -0.05032  -0.02752  -0.98539
C  -0.13788  0.23515  1.72709
H  -0.34051  0.88956  -1.50889
S  1.35568  0.60801  2.04224
O  -1.27326  0.03226  1.95044

Löwdin atomic charge list, values in e, 6 entries:
1. I 0.303
2. H -0.132
3. C -0.748
4. C -0.936
5. H -0.121
6. S 0.618

---

6.
Formula: C12H17F4I2N3O3PS
Source: the Open Molecules 2025 dataset
Level of theory: ωB97M-V/def2-TZVPD

Computed properties:
lowest unoccupied orbital energy: -4.34 eV
Kohn-Sham gap: 6.73 eV
total charge: +1

Element x y z (Å)
H  -0.50459  -0.92436  3.68396
N  -5.54440  -0.66710  -3.98131
H  3.27020  0.12374  -1.14678
F  3.54522  -2.31255  2.03459
F  2.74452  -4.26419  -0.03886
H  -4.61093  -2.16428  -2.85282
O  -4.10227  0.43850  0.16596
S  -2.67060  0.72532  2.58883
C  4.87159  2.48632  0.64553
C  3.50707  -1.94151  0.59709
C  -4.85485  1.27711  -0.78479
I  6.07765  0.04138  2.37426
C  -0.17868  -0.88430  2.53617
H  -5.28647  0.75421  -1.73911
C  3.79747  3.23872  -0.35176
C  2.36281  -2.82277  -0.24646
C  -3.73161  1.44520  1.18168
H  -2.16917  -1.46736  1.53012
N  -4.20378  2.86098  0.93550
N  -4.91055  2.70139  -0.27849
O  -6.55590  -0.48589  -3.29357
F  2.42574  -2.58178  -1.71386
H  4.25350  4.28907  -0.68678
C  -1.52760  -0.47493  1.69834
P  3.23816  -0.03414  0.31397
H  1.27385  -2.59402  0.12027
F  4.80720  -2.24283  -0.10994
H  0.18440  -1.99589  2.29519
I  6.61571  3.60071  1.47959
H  0.74425  0.16278  0.02247
H  1.49347  1.73956  0.79718
H  3.61717  2.64693  -1.36055
H  0.90442  1.13081  3.02376
H  -1.33914  -0.03330  0.63160
H  -5.64085  -2.74635  -4.21398
C  1.48113  0.54696  0.84608
C  -4.90402  -2.00716  -3.89287
H  2.79605  3.46823  0.22616
H  -4.02965  -2.02486  -4.54686
C  1.07742  0.15844  2.38615
C  4.66262  1.04221  0.99169
O  -5.01953  0.16244  -4.73318
H  2.03299  -0.37144  2.86584

Löwdin atomic charge list, values in e, 6 entries:
1. H 0.134
2. N -0.431
3. H 0.086
4. F -0.038
5. F -0.010
6. H 0.097

---

Asked for DFT total energy across the records above, the calculation gives -9240.4629 -6324.1118 -87613.0405 -13609.6887 -23089.4500 -70506.4344 eV in order.